{"formula": "C16H15NO3", "method": "ωB97M-V/def2-TZVPD", "gap_ev": 8.0, "smiles": "O=C(CCNc1ccccc1)c1ccc2c(c1)OCO2", "mol_weight_g_mol": 269.30, "homo_energy_ev": -7.73, "symbols": ["O", "C", "C", "C", "C", "C", "C", "C", "H", "O", "C", "O", "H", "H", "H", "H", "C", "C", "N", "C", "C", "C", "C", "C", "C", "H", "H", "H", "H", "H", "H", "H", "H", "H", "H"], "coordinates": [[-0.8652, -2.9014, -0.6063], [-0.9226, -2.1585, 0.3509], [-1.8169, -0.9778, 0.3588], [-2.1254, -0.2541, 1.5081], [-2.9549, 0.8610, 1.4695], [-3.4591, 1.2317, 0.2447], [-3.1620, 0.5076, -0.9161], [-2.3540, -0.5954, -0.8840], [-2.1186, -1.1628, -1.7689], [-3.7930, 1.0879, -1.9807], [-4.4918, 2.1983, -1.4627], [-4.2764, 2.2737, -0.0669], [-5.5689, 2.0851, -1.6623], [-4.1281, 3.1218, -1.9402], [-3.1960, 1.4168, 2.3599], [-1.7358, -0.5585, 2.4658], [-0.0018, -2.3597, 1.5393], [1.0920, -1.2878, 1.5150], [1.8770, -1.4192, 0.3095], [2.6700, -0.4014, -0.1681], [3.0954, -0.4322, -1.4998], [3.9338, 0.5439, -1.9949], [4.3657, 1.5786, -1.1796], [3.9504, 1.6173, 0.1396], [3.1134, 0.6415, 0.6477], [2.8104, 0.6868, 1.6824], [4.2818, 2.4177, 0.7859], [5.0187, 2.3445, -1.5697], [4.2497, 0.5017, -3.0274], [2.7563, -1.2353, -2.1394], [1.4698, -2.0073, -0.4028], [0.6321, -0.2896, 1.5768], [1.7452, -1.4179, 2.3881], [0.4595, -3.3449, 1.4498], [-0.5506, -2.3121, 2.4781]], "forces_ev_per_a": [[0.0512, -0.0197, -0.0931], [0.1489, -0.1756, 0.3688], [-0.3496, 0.3139, -0.1407], [0.1475, -0.2688, -0.1852], [-0.2891, 0.3272, -0.1938], [0.2544, -0.4596, -0.3230], [0.0250, 0.1255, 0.6048], [-0.1562, 0.2146, -0.0795], [0.0309, -0.0714, -0.0998], [0.2560, -0.3652, -0.0251], [-0.6993, 0.7934, -0.7227], [0.1851, -0.1330, 0.4729], [0.2580, -0.0472, 0.0997], [-0.0072, -0.2403, 0.1514], [-0.0296, 0.0669, 0.1206], [0.0897, -0.0363, 0.0805], [0.2080, -0.0051, -0.1551], [0.1446, 0.0675, 0.2121], [-0.3737, -0.3608, -0.0984], [0.2800, 0.1675, -0.0438], [-0.0321, -0.0289, -0.0147], [-0.0466, -0.0207, -0.0107], [0.1286, 0.1742, 0.0184], [0.0740, 0.0900, -0.1159], [-0.1823, -0.1386, 0.0974], [-0.0367, -0.0108, 0.1062], [0.0219, 0.0503, 0.0473], [0.0537, 0.0583, -0.0259], [0.0144, -0.0151, -0.0752], [-0.0228, -0.0881, -0.0713], [0.0137, 0.0306, 0.0216], [0.1026, -0.1036, 0.0399], [-0.1709, 0.0771, -0.0096], [-0.1084, 0.0169, 0.0036], [0.0164, 0.0151, 0.0382]], "lowdin_charge": [0.09, -0.37, -0.15, -0.03, 0.02, -0.20, -0.19, 0.09, 0.13, 0.04, -0.15, 0.05, 0.14, 0.14, 0.12, 0.11, -0.10, -0.21, 0.02, -0.27, -0.04, -0.10, -0.12, -0.10, -0.04, 0.10, 0.10, 0.09, 0.10, 0.11, 0.12, 0.12, 0.12, 0.13, 0.11]}